[1]
A molecular structure, C39H29Cl3N2O2SiZn in a non-equilibrium geometry. Source: the OMol25 dataset; level of theory: the ωB97M-V functional and the def2-TZVPD basis.

Each line ends with the Löwdin charge.
Positions of all 77 atoms, in Å:
1 Zn -0.6493 -0.7231 0.5046  0.487
2 C -1.4369 2.2798 0.0035  -0.131
3 O -1.8964 1.1003 -0.7151  -0.105
4 C -3.2218 0.7199 -0.6644  -0.200
5 C -4.2086 1.5906 -1.1986  -0.005
6 C -5.5347 1.1484 -1.0863  -0.123
7 C -5.8047 -0.0734 -0.4583  -0.101
8 C -4.7492 -0.9712 -0.1145  -0.042
9 C -3.4220 -0.6258 -0.3700  -0.234
10 N -2.3350 -1.4925 -0.2605  -0.005
11 N -2.7564 -2.7199 -0.2606  0.102
12 C -1.9134 -3.6982 0.1000  -0.139
13 C -0.4875 -3.6008 0.3788  -0.303
14 O 0.2147 -2.5227 0.4548  -0.089
15 C 0.1996 -4.8269 0.3958  0.022
16 C -0.4690 -6.0614 0.4141  -0.009
17 C -1.8405 -6.1573 0.1541  -0.205
18 C -2.5323 -7.3906 0.0970  -0.057
19 C -3.9055 -7.4940 -0.0685  -0.116
20 C -4.6471 -6.3006 -0.1575  -0.112
21 C -4.0023 -5.1065 -0.0795  -0.038
22 C -2.5925 -4.9635 0.0758  -0.094
23 H -2.0723 3.1597 -0.1656  0.127
24 H -0.3683 2.9050 -1.7597  0.144
25 H -1.3086 2.0462 1.0759  0.068
26 H -3.9499 2.5224 -1.7218  0.119
27 H -6.3537 1.7628 -1.5286  0.099
28 H -6.8476 -0.4293 -0.3777  0.093
29 H -4.9973 -1.9163 0.3157  0.080
30 H 1.2240 -4.8811 0.4817  0.089
31 H 0.0864 -6.9785 0.6677  0.114
32 H -1.9153 -8.2975 0.0625  0.104
33 H -4.3316 -8.4783 0.0618  0.083
34 H -5.7550 -6.3459 -0.3234  0.109
35 H -4.5726 -4.1780 -0.1654  0.094
36 Cl -0.1465 -1.8278 4.1712  0.110
37 Si -1.2310 -0.5705 2.8692  -0.596
38 Cl -3.2740 -0.9314 3.0427  0.157
39 Cl -0.8297 1.3795 3.5627  0.155
40 C 0.8545 1.6179 -0.7130  -0.238
41 C -0.1750 2.6963 -0.6979  -0.265
42 C 0.3169 3.9466 -0.0422  -0.154
43 C 0.0781 5.2032 -0.6744  -0.036
44 C 0.4649 6.3712 -0.0899  -0.127
45 C 1.0220 6.3544 1.1614  -0.136
46 C 1.2866 5.1787 1.8049  -0.100
47 C 0.9312 3.9658 1.2366  -0.029
48 H -0.4518 5.2065 -1.6370  0.112
49 H 0.3054 7.3064 -0.6418  0.100
50 H 1.2778 7.3032 1.5967  0.086
51 H 1.8530 5.1229 2.7605  0.113
52 H 1.1194 3.0307 1.7839  0.105
53 C 5.8164 2.8017 -1.9108  -0.219
54 C 4.9937 3.4043 -0.9397  -0.163
55 C 3.7046 2.9974 -0.8511  -0.066
56 C 3.1737 2.0741 -1.8430  -0.258
57 C 4.0340 1.6896 -2.9509  -0.115
58 C 5.3932 1.9434 -2.9222  -0.172
59 C 1.8446 1.6229 -1.8257  -0.124
60 C 0.8979 0.4810 0.0635  -0.123
61 C 2.1641 -0.0202 0.5847  -0.266
62 C 2.4635 0.0547 1.9417  -0.076
63 C 3.7092 -0.3203 2.3850  -0.113
64 C 4.6627 -0.8083 1.4928  -0.129
65 C 4.2542 -1.1862 0.2303  -0.097
66 C 3.0454 -0.7097 -0.2510  -0.044
67 H 6.8501 3.0622 -1.8773  0.037
68 H 5.4260 4.2786 -0.4328  0.086
69 H 3.0321 3.3586 -0.1036  0.070
70 H 3.5749 1.1747 -3.7757  0.070
71 H 6.0285 1.5249 -3.7432  0.088
72 H 1.5734 1.1777 -2.7868  0.078
73 H 1.8054 0.5725 2.6438  0.069
74 H 3.8919 -0.0891 3.4425  0.095
75 H 5.6320 -1.0271 1.8754  0.071
76 H 5.0122 -1.6974 -0.3987  0.100
77 H 2.7668 -0.7154 -1.3088  0.115

HOMO level ... 0.83 eV
Orbital gap ... 2.498 eV
Total charge ... -2



[2]
A molecular structure, C39H29CrN5O4P. Source: the OMol25 dataset; level of theory: the ωB97M-V functional and the def2-TZVPD basis.

Each line ends with the Mulliken spin population.
Positions of all 79 atoms, in Å:
1 Cr 0.6038 -1.7662 1.2345  3.203
2 O -3.1757 -0.2739 1.7119  0.028
3 C -2.1260 -0.8517 1.4394  0.006
4 N -0.9150 -0.7545 1.9940  -0.115
5 C -0.7507 -0.4495 3.3575  -0.004
6 C -1.4294 0.5068 4.0868  -0.005
7 C -1.1419 0.6582 5.4434  0.009
8 C -0.1794 -0.1417 6.0378  -0.003
9 C 0.4971 -1.1156 5.3081  -0.001
10 C 0.2043 -1.2994 3.9586  0.053
11 N 0.8043 -2.2571 3.1317  -0.041
12 C 2.2041 -2.4005 3.4388  0.111
13 O 2.6572 -3.2640 4.1967  0.182
14 C 2.9775 -1.4103 2.7494  0.249
15 C 4.3473 -1.1464 2.9806  0.000
16 C 4.9486 -0.0874 2.3668  0.099
17 C 4.1873 0.7340 1.4833  0.178
18 C 2.8882 0.3719 1.2228  -0.026
19 N 2.2832 -0.6739 1.7892  0.130
20 C -2.1540 -1.9766 0.4216  0.023
21 C -3.2956 -2.2628 -0.3060  -0.006
22 C -3.3045 -3.3859 -1.1114  0.008
23 C -2.1694 -4.1847 -1.1673  -0.005
24 C -1.0637 -3.8242 -0.4172  0.007
25 N -1.0594 -2.7505 0.3692  -0.029
26 H -2.1652 1.1256 3.5927  -0.001
27 H -1.6648 1.4081 6.0239  0.001
28 H 0.0512 -0.0146 7.0896  -0.001
29 H 1.2342 -1.7529 5.7793  -0.006
30 H 4.8729 -1.7838 3.6800  0.011
31 H 5.9916 0.1374 2.5559  0.018
32 H 4.6164 1.5966 0.9955  0.018
33 H 2.2938 0.9284 0.5043  -0.008
34 H -4.1392 -1.5951 -0.2050  0.000
35 H -4.1806 -3.6366 -1.6959  0.000
36 H -2.1332 -5.0742 -1.7806  0.000
37 H -0.1538 -4.4098 -0.4340  -0.003
38 O 2.5541 -1.4212 -1.5940  0.007
39 C 1.5897 -0.6824 -1.4251  0.000
40 O 0.5961 -0.8862 -0.6407  -0.082
41 C 1.5086 0.6086 -2.2468  -0.014
42 C 2.5731 0.8268 -3.1227  0.001
43 C 2.6351 1.9505 -3.9235  0.000
44 C 1.6079 2.8831 -3.8669  0.001
45 C 0.5470 2.6786 -3.0048  -0.001
46 C 0.4768 1.5587 -2.1729  0.005
47 P -1.0426 1.3212 -1.1279  0.017
48 C -1.5592 3.0404 -0.7647  0.000
49 C -0.6202 4.0512 -0.5504  0.001
50 C -1.0011 5.2834 -0.0418  0.000
51 C -2.3297 5.5306 0.2726  0.000
52 C -3.2693 4.5256 0.0917  0.000
53 C -2.8861 3.2922 -0.4116  0.000
54 C -2.1013 0.8731 -2.5762  -0.001
55 C -2.9366 1.7407 -3.2745  0.000
56 C -3.6570 1.3008 -4.3771  0.000
57 C -3.5405 -0.0113 -4.8117  0.000
58 C -2.6987 -0.8806 -4.1314  0.002
59 C -1.9956 -0.4458 -3.0195  -0.003
60 H 3.3542 0.0790 -3.1407  0.000
61 H 3.4748 2.0981 -4.5911  0.000
62 H 1.6269 3.7640 -4.4968  0.000
63 H -0.2583 3.4039 -2.9839  0.000
64 H 0.4247 3.8722 -0.7757  0.000
65 H -0.2523 6.0497 0.1177  0.000
66 H -2.6271 6.4915 0.6733  0.000
67 H -4.3042 4.6931 0.3625  0.000
68 H -3.6243 2.5031 -0.4948  0.000
69 H -3.0192 2.7768 -2.9709  0.000
70 H -4.3015 1.9935 -4.9052  0.000
71 H -4.0965 -0.3522 -5.6762  0.000
72 H -2.5907 -1.9061 -4.4639  0.000
73 H -1.3405 -1.1298 -2.4903  0.006
74 C 4.2044 -4.2736 0.0075  0.003
75 C 2.9085 -3.7293 0.3547  0.044
76 N 1.9286 -3.2015 0.6047  -0.066
77 H 4.0917 -5.0914 -0.7018  0.001
78 H 4.7000 -4.6287 0.9095  0.002
79 H 4.7887 -3.4732 -0.4448  0.000

HOMO level (alpha / beta) ... -2.18 / -4.11 eV
<S²> ... 6.044
Multiplicity ... 5
Orbital gap (alpha / beta) ... 4.549 / 6.481 eV
Total charge ... -1



[3]
A molecular structure, C39H30Br3GeN4Rh. Source: the OMol25 dataset; level of theory: the ωB97M-V functional and the def2-TZVPD basis.

Each line ends with the Mulliken spin population.
Positions of all 78 atoms, in Å:
1 Rh 0.2848 -0.0661 -0.0563  0.022
2 Br 2.2031 3.8972 5.9525  0.000
3 C 1.5460 2.6314 4.7449  0.001
4 C 1.8795 2.7175 3.3997  -0.001
5 C 1.3868 1.7763 2.5119  0.000
6 C 0.5674 0.7482 2.9581  -0.001
7 C 0.2222 0.6729 4.3091  0.000
8 C 0.7139 1.6095 5.1965  0.000
9 N 0.0725 -0.1910 1.9954  -0.001
10 C -0.5526 -1.2398 2.3551  -0.004
11 C -1.1693 -2.0470 1.3152  0.001
12 C -1.8537 -3.2174 1.5849  0.002
13 C -2.4134 -3.9269 0.5326  -0.001
14 C -2.2496 -3.4398 -0.7514  0.001
15 C -1.5530 -2.2591 -0.9522  -0.002
16 N -1.0325 -1.5537 0.0585  -0.006
17 H 2.5217 3.5145 3.0511  0.000
18 H 1.6612 1.8478 1.4696  0.001
19 H -0.4446 -0.0832 4.6958  0.000
20 H 0.4449 1.5571 6.2421  0.000
21 H -0.6700 -1.5397 3.3883  0.000
22 H -1.9320 -3.5723 2.6034  0.000
23 H -2.9486 -4.8489 0.7148  0.000
24 H -2.6395 -3.9710 -1.6082  0.000
25 H -1.3777 -1.8884 -1.9484  0.003
26 Br 1.7245 0.2965 -6.6160  0.000
27 C 1.2831 0.2001 -4.8150  0.001
28 C -0.0404 0.0744 -4.4102  0.014
29 C -0.3041 0.0016 -3.0628  0.011
30 N 0.6396 0.0392 -2.1089  -0.001
31 C 1.9298 0.1670 -2.5026  -0.001
32 C 2.2720 0.2439 -3.8420  0.001
33 C 2.9586 0.1773 -1.4328  0.000
34 C 4.3082 0.3072 -1.6953  0.000
35 C 5.2145 0.2247 -0.6394  0.000
36 Br 7.0346 0.3973 -0.9597  0.000
37 C 4.7348 -0.0048 0.6433  0.000
38 C 3.3714 -0.0949 0.8234  0.001
39 N 2.4897 0.0117 -0.1799  -0.002
40 H -0.8449 0.0266 -5.1296  0.001
41 H -1.3243 -0.0897 -2.7167  0.000
42 H 3.3039 0.3267 -4.1438  0.000
43 H 4.6815 0.4639 -2.6949  0.000
44 H 5.4055 -0.1047 1.4844  0.000
45 H 2.9617 -0.2614 1.8098  0.000
46 C -0.3581 3.2085 -0.0947  0.003
47 Ge -1.4960 1.6237 -0.0520  0.005
48 C -2.8128 1.7253 1.3704  0.002
49 C -3.2169 0.7224 2.2491  0.000
50 C -4.1963 0.9605 3.2018  -0.001
51 C -4.7848 2.2143 3.2963  0.000
52 C -4.3986 3.2239 2.4264  0.001
53 C -3.4209 2.9802 1.4729  -0.003
54 C -2.5925 1.7260 -1.7305  0.162
55 C -2.1883 2.6549 -2.7063  -0.045
56 C -2.9204 2.8939 -3.8540  0.099
57 C -4.1133 2.1993 -4.0795  0.161
58 C -4.5672 1.2643 -3.1419  -0.034
59 C -5.7920 0.5967 -3.3437  0.217
60 C -6.2845 -0.3008 -2.3926  0.082
61 C -5.5566 -0.5379 -1.2441  -0.028
62 C -4.3343 0.1121 -1.0263  0.087
63 C -3.8077 1.0200 -1.9592  0.109
64 H -1.0015 4.0543 -0.3477  -0.001
65 H 0.4561 3.1646 -0.8181  0.000
66 H 0.0424 3.3891 0.8974  0.000
67 H -2.7932 -0.2734 2.1823  0.002
68 H -4.5029 0.1704 3.8747  0.000
69 H -5.5417 2.4040 4.0452  0.000
70 H -4.8543 4.2025 2.4937  0.000
71 H -3.1383 3.7917 0.8094  -0.003
72 H -1.2757 3.2175 -2.5572  -0.009
73 H -2.5828 3.6231 -4.5785  0.002
74 H -4.6942 2.3939 -4.9726  -0.003
75 H -6.3607 0.7929 -4.2442  0.001
76 H -7.2334 -0.7926 -2.5564  0.005
77 H -5.9373 -1.2155 -0.4916  -0.002
78 H -3.8121 -0.0649 -0.0957  0.154

HOMO level (alpha / beta) ... -15.52 / -15.52 eV
<S²> ... 0.777
Multiplicity ... 2
Orbital gap (alpha / beta) ... 6.292 / 4.133 eV
Total charge ... +3



Ordered calculated total energy results: -141852.67986; -94269.09237; -316517.97136; unit eV.
Ordered M results: 757.5; 714.7; 969.9; unit g/mol.
Ordered relative energy (zero: lowest compared OMol25 entry of this formula, charge and spin) results: 9.5; 21.0; 0.0; unit kcal per mole.